[1]
Entry from the OMol25 dataset: an isolated molecule of C4H6N2S in a non-equilibrium geometry (wB97M-V/def2-TZVPD).

Results
Relative energy (zero: lowest compared OMol25 entry of this formula, charge and spin): 391.0 kJ/mol
SMILES: [H]/N=C\NSCC#C

```
! RIJCOSX wB97M-V def2-TZVPD def2/J DEFGRID3
* xyz 0 1
C 1.78 -0.74 -0.30
C -0.85 0.91 0.80
C -1.88 0.11 0.07
C -2.70 -0.78 -0.25
H 2.04 0.31 1.22
H 2.05 -1.72 -0.90
H 0.63 0.14 -1.93
H -1.35 1.73 1.13
H -0.20 0.40 1.47
H -3.10 -1.65 -0.88
N 2.08 -0.70 0.91
N 1.07 0.33 -1.09
S 0.43 1.66 -0.25
*
```

These are the Löwdin partial charges, in e, on atoms 1 to 8:
1. C -0.336
2. C -0.466
3. C -0.174
4. C 0.082
5. H 0.046
6. H 0.138
7. H 0.024
8. H 0.026

---

[2]
Entry from the OMol25 dataset: a cluster of 16 separate species, C59H163BN20O23 in total in a non-equilibrium geometry (wB97M-V/def2-TZVPD).

```
! RIJCOSX wB97M-V def2-TZVPD def2/J DEFGRID3
* xyz 0 1
N 0.24 -2.02 0.90
H 0.83 -2.62 0.34
H -0.07 -1.17 0.45
H 0.81 -1.85 1.71
H -0.54 -2.60 1.19
B -0.36 0.62 0.00
H 0.70 0.43 0.02
H -0.81 0.26 -0.91
H -0.78 0.07 0.83
H -0.52 1.68 0.13
C -3.45 -2.80 5.94
O -3.23 -1.73 5.04
C -3.84 -0.45 5.37
C -4.05 0.52 4.12
N -4.95 -0.16 3.21
C -6.33 0.12 3.61
C -7.37 -0.64 2.74
O -7.70 -2.02 3.06
C -6.59 -2.91 3.16
H -4.31 -3.36 5.58
H -3.50 -2.43 6.96
H -2.67 -3.55 5.86
H -3.19 0.03 6.11
H -4.79 -0.59 5.88
H -3.03 0.59 3.72
H -4.38 1.51 4.46
H -4.78 -1.15 3.30
H -6.54 1.19 3.51
H -6.58 -0.23 4.61
H -7.04 -0.59 1.71
H -8.25 0.00 2.74
H -5.85 -2.70 2.39
H -6.91 -3.96 3.17
H -6.10 -2.75 4.12
C 3.48 1.47 1.74
O 3.09 0.37 2.59
C 3.64 -0.88 2.26
C 3.09 -2.02 3.16
N 1.60 -1.87 3.34
C 1.04 -3.15 3.76
C 1.51 -3.64 5.21
O 0.76 -4.77 5.62
C 1.23 -6.01 5.07
H 2.92 2.39 1.86
H 3.27 1.18 0.71
H 4.51 1.79 1.90
H 4.73 -0.98 2.33
H 3.39 -1.02 1.21
H 3.51 -2.10 4.17
H 3.32 -2.97 2.67
H 1.41 -1.32 4.16
H 1.16 -3.92 3.00
H -0.03 -2.96 3.78
H 1.38 -2.88 5.98
H 2.56 -3.93 5.18
H 0.73 -6.85 5.55
H 2.27 -6.13 5.37
H 1.27 -6.00 3.98
C 0.01 4.98 0.18
O -0.53 5.68 1.30
C -1.89 6.06 1.20
C -2.32 7.06 2.33
N -1.62 8.26 2.06
C -2.22 9.31 2.89
C -3.60 9.94 2.41
O -4.85 9.23 2.55
C -5.38 9.08 3.85
H 1.04 4.85 0.50
H 0.10 5.54 -0.75
H -0.47 4.02 -0.03
H -2.46 5.13 1.27
H -2.21 6.40 0.21
H -2.15 6.66 3.33
H -3.38 7.22 2.16
H -0.63 8.12 2.17
H -1.50 10.12 2.80
H -2.30 8.98 3.93
H -3.57 10.18 1.35
H -3.80 10.93 2.83
H -5.63 10.05 4.27
H -4.72 8.52 4.51
H -6.30 8.55 3.61
C -3.60 -0.53 -6.82
O -3.20 -0.04 -5.55
C -1.82 0.50 -5.54
C -1.78 2.06 -5.40
N -2.25 2.44 -4.09
C -2.32 3.92 -4.05
C -2.80 4.31 -2.62
O -4.10 3.78 -2.34
C -4.67 4.10 -1.07
H -4.62 -0.90 -6.69
H -3.03 -1.38 -7.19
H -3.64 0.32 -7.50
H -1.20 0.18 -6.38
H -1.25 0.09 -4.70
H -2.39 2.51 -6.19
H -0.77 2.44 -5.46
H -3.16 2.04 -3.89
H -3.06 4.27 -4.77
H -1.37 4.43 -4.21
H -2.84 5.37 -2.40
H -2.13 3.88 -1.88
H -4.80 5.18 -1.02
H -4.01 3.89 -0.23
H -5.69 3.74 -1.01
C -4.92 -3.29 -4.16
O -3.70 -3.50 -3.47
C -2.55 -2.70 -3.86
C -1.36 -3.09 -3.02
N -1.18 -4.51 -2.85
C -0.69 -5.31 -4.02
C -0.68 -6.80 -3.82
O -1.99 -7.20 -3.51
C -2.17 -8.55 -3.24
H -5.35 -2.30 -4.02
H -5.64 -4.09 -3.97
H -4.66 -3.40 -5.21
H -2.80 -1.68 -3.57
H -2.35 -2.82 -4.93
H -1.55 -2.55 -2.09
H -0.43 -2.69 -3.42
H -2.10 -4.87 -2.65
H 0.27 -4.95 -4.37
H -1.26 -5.01 -4.89
H 0.09 -7.09 -3.10
H -0.39 -7.44 -4.66
H -1.96 -9.17 -4.12
H -3.20 -8.70 -2.91
H -1.48 -8.84 -2.44
C 7.71 -0.29 3.55
O 6.72 -1.10 4.20
C 6.16 -0.71 5.50
C 5.06 0.44 5.47
N 3.75 0.08 6.09
C 2.97 1.31 6.12
C 1.52 1.05 6.50
O 0.89 0.19 5.55
C -0.46 -0.14 5.68
H 7.30 0.52 2.94
H 8.30 -0.94 2.92
H 8.31 0.08 4.38
H 6.98 -0.39 6.14
H 5.62 -1.57 5.88
H 4.88 0.81 4.46
H 5.40 1.22 6.15
H 3.26 -0.57 5.50
H 2.90 1.84 5.16
H 3.53 1.96 6.79
H 0.86 1.90 6.35
H 1.47 0.72 7.53
H -1.04 0.78 5.57
H -0.51 -0.85 6.50
H -0.61 -0.68 4.75
C 0.57 -2.62 -6.46
O 1.54 -2.19 -5.65
C 1.53 -0.76 -5.45
C 2.96 -0.35 -5.09
N 4.07 -0.80 -5.99
C 4.06 -0.16 -7.25
C 4.84 -1.04 -8.23
O 4.16 -2.29 -8.47
C 4.53 -2.91 -9.69
H 0.61 -3.69 -6.63
H 0.57 -2.15 -7.45
H -0.44 -2.36 -6.12
H 0.76 -0.49 -4.72
H 1.31 -0.37 -6.44
H 3.16 -0.73 -4.09
H 3.01 0.71 -4.86
H 3.97 -1.79 -6.16
H 4.51 0.81 -7.05
H 3.11 0.13 -7.69
H 5.86 -1.10 -7.84
H 5.00 -0.41 -9.11
H 5.61 -3.05 -9.79
H 4.25 -2.21 -10.47
H 3.95 -3.78 -10.01
C 2.47 -1.30 -1.58
O 2.15 -2.50 -0.83
C 2.22 -3.73 -1.56
C 1.74 -4.89 -0.66
N 0.37 -4.58 -0.40
C -0.37 -5.44 0.57
C -1.78 -4.95 0.94
O -1.72 -3.68 1.61
C -3.01 -3.29 2.04
H 2.47 -0.53 -0.81
H 1.69 -0.94 -2.25
H 3.42 -1.29 -2.10
H 3.26 -4.03 -1.68
H 1.71 -3.86 -2.51
H 2.34 -5.01 0.24
H 1.70 -5.83 -1.21
H -0.11 -4.62 -1.29
H 0.18 -5.66 1.48
H -0.54 -6.40 0.10
H -2.29 -5.69 1.56
H -2.41 -4.89 0.06
H -3.74 -3.02 1.27
H -2.78 -2.51 2.77
H -3.57 -3.95 2.70
C 4.52 3.90 -0.71
O 5.03 2.62 -0.91
C 6.43 2.60 -1.28
C 6.89 1.15 -0.94
N 6.01 -0.03 -1.33
C 6.62 -1.31 -1.00
C 7.82 -1.76 -1.89
O 8.94 -1.01 -1.62
C 10.17 -1.42 -2.33
H 5.00 4.50 0.06
H 3.46 3.91 -0.47
H 4.54 4.49 -1.63
H 7.02 3.28 -0.68
H 6.53 2.84 -2.34
H 6.99 1.12 0.14
H 7.91 1.15 -1.31
H 5.08 0.13 -0.96
H 5.85 -2.05 -1.24
H 6.74 -1.46 0.07
H 7.53 -1.86 -2.93
H 7.96 -2.82 -1.68
H 10.58 -2.42 -2.17
H 11.05 -0.84 -2.07
H 10.07 -1.44 -3.41
C -2.43 3.76 6.19
O -3.11 4.18 7.12
N -1.20 3.54 6.32
N -2.84 3.67 4.96
H -0.89 3.75 7.26
H -0.69 3.17 5.54
H -2.26 3.32 4.21
H -3.82 3.84 4.78
C -6.31 0.71 -3.59
O -6.99 0.61 -4.59
N -6.78 1.05 -2.45
N -5.03 0.46 -3.48
H -7.73 1.40 -2.51
H -6.17 1.21 -1.66
H -4.57 -0.04 -4.23
H -4.57 0.48 -2.58
C 1.49 2.24 -2.67
O 2.03 2.92 -3.48
N 0.25 2.00 -2.60
N 2.12 1.69 -1.65
H -0.36 2.42 -3.29
H -0.06 1.37 -1.88
H 1.42 1.50 -0.94
H 3.09 1.92 -1.48
C 0.16 2.51 3.12
O 0.61 3.06 4.08
N 0.38 1.21 2.83
N -0.69 3.04 2.27
H 0.23 0.94 1.87
H 1.17 0.89 3.37
H -0.81 4.04 2.17
H -0.93 2.45 1.49
C -4.10 1.15 -0.07
O -5.24 1.51 -0.14
N -3.40 0.64 0.93
N -3.31 1.28 -1.09
H -2.39 0.72 0.97
H -3.84 0.32 1.78
H -3.69 1.90 -1.80
H -2.34 1.01 -1.14
*
```

These are the Löwdin partial charges, in e, on atoms 1 to 8:
1. N 0.289
2. H 0.069
3. H 0.025
4. H 0.069
5. H 0.066
6. B -0.447
7. H -0.011
8. H 0.003

---

[3]
Entry from the OMol25 dataset: a structure of composition C2H5BrN3 in a non-equilibrium geometry (wB97M-V/def2-TZVPD).

Results
Relative energy (zero: lowest compared OMol25 entry of this formula, charge and spin): 354.9 kJ/mol

```
! RIJCOSX wB97M-V def2-TZVPD def2/J DEFGRID3
* xyz 1 1
C 0.41 -1.33 0.75
C -1.35 0.17 -0.98
N -0.35 -1.50 -0.18
N -1.25 -1.23 -0.90
N -0.53 1.08 -0.32
Br -3.10 -0.09 0.19
H 0.04 -1.27 1.81
H 1.48 -1.55 0.55
H -1.51 0.60 -1.96
H -0.10 0.99 0.62
H -0.41 1.96 -0.83
*
```

These are the Löwdin partial charges, in e, on atoms 1 to 8:
1. C 0.116
2. C -0.589
3. N 0.006
4. N 0.035
5. N 0.061
6. Br 0.689
7. H 0.157
8. H 0.149

---

[4]
Entry from the OMol25 dataset: a structure of composition C27H31NOP2Pt in a non-equilibrium geometry (wB97M-V/def2-TZVPD).

Results
Expectation value of S²: 6.070

```
! RIJCOSX wB97M-V def2-TZVPD def2/J DEFGRID3
* xyz 2 5
C -2.39 -1.63 -4.08
C -1.46 -0.92 -3.32
C -1.91 0.26 -2.65
C -3.28 0.58 -2.59
C -4.19 -0.19 -3.33
C -3.74 -1.25 -4.10
C -3.72 1.70 -1.69
C -2.65 2.74 -1.56
C -1.30 2.34 -1.67
C -0.25 3.28 -1.40
C -0.59 4.61 -1.19
C -1.93 5.02 -1.18
C -2.96 4.08 -1.33
H -2.04 -2.50 -4.65
H -5.25 0.07 -3.28
H -4.44 -1.82 -4.72
H -4.64 2.15 -2.07
H 0.21 5.34 -1.02
H -2.18 6.07 -1.06
H -4.01 4.38 -1.28
N -0.98 1.06 -2.01
Pt 0.08 -0.17 0.08
C -0.01 -1.30 -3.18
H 0.64 -0.44 -3.39
H 0.24 -2.12 -3.87
C 1.18 2.79 -1.46
H 1.37 2.29 -2.42
H 1.87 3.62 -1.34
P 0.45 -1.85 -1.48
P 1.62 1.53 -0.18
C 1.85 2.50 1.34
H 2.20 1.83 2.14
H 2.60 3.29 1.17
H 0.90 2.95 1.63
C 3.26 0.94 -0.66
H 3.99 1.76 -0.60
H 3.57 0.13 0.02
H 3.23 0.55 -1.69
C -0.56 -3.32 -1.20
H -0.48 -4.00 -2.06
H -0.21 -3.83 -0.29
H -1.61 -3.03 -1.06
C 2.17 -2.41 -1.60
H 2.53 -2.68 -0.60
H 2.22 -3.29 -2.25
H 2.80 -1.61 -2.01
C 1.00 -0.95 1.49
O 1.60 -1.45 2.35
H -3.93 1.27 -0.69
C -1.92 -0.04 0.78
C -2.16 -0.65 2.13
C -2.54 0.15 3.22
C -2.66 -0.42 4.49
C -2.45 -1.79 4.68
C -2.13 -2.60 3.58
C -2.01 -2.03 2.31
H -2.13 1.04 0.78
H -2.51 -0.54 0.00
H -2.72 1.21 3.06
H -2.92 0.22 5.34
H -2.53 -2.23 5.67
H -1.98 -3.67 3.71
H -1.78 -2.66 1.44
*
```

These are the Löwdin partial charges, in e, on atoms 1 to 8:
1. C -0.016
2. C -0.210
3. C -0.211
4. C -0.133
5. C -0.001
6. C -0.027
7. C -0.063
8. C -0.135

---

[5]
Entry from the OMol25 dataset: a structure of composition C22H45BiN2P3SSe in a non-equilibrium geometry (wB97M-V/def2-TZVPD).

Results
Relative energy (zero: lowest compared OMol25 entry of this formula, charge and spin): 0.0 kJ/mol

```
! RIJCOSX wB97M-V def2-TZVPD def2/J DEFGRID3
* xyz 3 1
Bi -0.85 1.18 0.15
P 0.94 -1.42 -2.00
P 1.63 2.15 0.65
P -1.13 2.55 -2.24
H -4.38 -0.86 2.33
C -5.23 -0.93 1.63
C -5.09 -1.45 0.41
H -4.13 -1.86 0.05
C 1.40 -2.87 -1.05
C 2.39 -0.62 -2.67
C -0.25 -1.90 -3.26
C 1.69 3.23 2.11
C 2.83 0.83 1.01
C 2.43 3.10 -0.70
C -2.71 2.05 -3.02
C 0.09 2.34 -3.58
C -1.30 4.36 -2.03
H -6.19 -0.55 1.99
H -5.94 -1.52 -0.28
H 0.55 -3.16 -0.42
H 2.26 -2.64 -0.40
H 1.67 -3.70 -1.73
H 3.10 -0.37 -1.87
H 2.12 0.30 -3.20
H 2.90 -1.30 -3.38
H -1.12 -2.37 -2.78
H 0.21 -2.62 -3.95
H -0.59 -1.02 -3.83
H 2.70 3.67 2.18
H 1.47 2.66 3.02
H 0.95 4.04 2.01
H 3.56 1.19 1.75
H 3.37 0.53 0.10
H 2.31 -0.05 1.42
H 3.27 3.67 -0.28
H 1.72 3.80 -1.16
H 2.81 2.41 -1.47
H -3.02 2.80 -3.76
H -3.50 1.96 -2.25
H -2.58 1.08 -3.52
H -0.13 3.02 -4.41
H 0.06 1.31 -3.96
H 1.11 2.55 -3.21
H -1.72 4.80 -2.95
H -0.32 4.81 -1.82
H -1.97 4.59 -1.18
C -3.69 3.29 0.86
C -4.27 4.58 0.93
C -5.57 4.78 0.49
C -6.32 3.71 -0.04
C -5.75 2.44 -0.11
C -4.45 2.22 0.33
S -2.06 3.10 1.45
H 0.29 -0.51 -1.10
H -3.68 5.38 1.35
H -6.01 5.78 0.55
H -7.34 3.87 -0.38
H -6.32 1.60 -0.52
H -4.00 1.23 0.31
C 1.54 -4.30 2.15
N 2.02 -3.17 2.91
C 3.20 -3.16 3.63
C 3.27 -1.96 4.27
N 2.12 -1.26 3.93
C 1.80 0.06 4.42
C 1.37 -1.96 3.02
Se -0.19 -1.45 2.17
H 2.04 -4.38 1.18
H 0.46 -4.18 1.99
H 1.72 -5.23 2.72
H 3.87 -4.00 3.62
H 4.00 -1.55 4.93
H 2.04 0.11 5.49
H 2.37 0.83 3.89
H 0.72 0.23 4.28
*
```

These are the Löwdin partial charges, in e, on atoms 1 to 8:
1. Bi 0.988
2. P 0.869
3. P 0.690
4. P 0.665
5. H 0.052
6. C -0.072
7. C -0.091
8. H 0.034

---

Quick rundown of DFT total energy, same order as above: -18056.92057; -141382.61232; -76656.89517; -53848.61568; -136387.39188 eV